Computed, not measured: C8H6OS in the gas phase at a distorted geometry, with ωB97M-V with the def2-TZVPD basis set.

Computed properties:
**Orbital gap**: 0.3000 hartree
**2S+1**: 1
**SMILES**: Cc1cscc1C=C=C=O
**HOMO level**: -8.84 eV
**Energy relative to the best compared isomer or geometry (same formula, charge and spin)**: 0.0 kJ/mol

Each line ends with the natural charge from an NBO analysis.
Element x y z (Å)
C1 1.60764 0.86887 -0.01915  -0.056
C2 1.91622 0.45582 -1.23157  -0.360
C3 -0.32740 1.86289 1.00648  -0.374
C4 -1.92299 -0.02054 0.96108  -0.394
C5 0.23107 0.75776 0.42659  -0.137
C6 -0.71882 -0.33561 0.43358  -0.041
C7 1.32938 -0.22931 -2.14754  0.655
C8 -0.25202 -1.73431 -0.01465  -0.638
O1 1.05593 -0.65754 -3.18994  -0.442
S1 -2.00199 1.63984 1.38720  0.443
H1 2.11649 1.53068 0.56512  0.205
H2 -0.00699 2.90351 0.98826  0.237
H3 -2.71649 -0.62321 1.13880  0.228
H4 0.84199 -1.63565 -0.40708  0.223
H5 -0.21890 -2.61917 0.84045  0.223
H6 -0.93312 -2.16403 -0.73762  0.229

***

Computed, not measured: a molecular structure, C8H7BNO8Sn at a distorted geometry, with ωB97M-V with the def2-TZVPD basis set.

Computed properties:
**Charge**: +1
**Orbital gap**: 0.1381 hartree
**2S+1**: 1
**HOMO level**: -12.09 eV
**Energy relative to the best compared isomer or geometry (same formula, charge and spin)**: 0.0 kJ/mol

Each line ends with the natural charge from an NBO analysis.
Element x y z (Å)
Sn1 0.02695 -0.45759 -1.51342  1.720
O1 -5.61391 -2.42774 -3.28210  -0.491
C1 -5.14696 -2.07767 -2.25013  0.669
O2 -4.99365 -0.82400 -1.78434  -0.668
B1 -4.32421 -0.90180 -0.48356  1.150
O3 -4.49063 -2.29083 -0.04897  -0.660
C2 -4.66282 -3.03930 -1.12654  0.653
O4 -4.65745 -4.23120 -1.16010  -0.503
O5 -4.89497 0.07716 0.46939  -0.587
C3 -3.90502 0.77508 0.99410  0.676
O6 -3.95725 1.57474 1.86417  -0.463
C4 -2.60358 0.38206 0.26728  0.733
O7 -2.86724 -0.58971 -0.55217  -0.663
O8 -1.47259 0.81663 0.40082  -0.642
C5 5.04873 1.96822 -0.18870  -0.636
C6 5.27265 0.79840 0.72731  -0.382
C7 4.07437 0.54766 1.67775  -0.524
C8 2.78360 0.55533 0.97254  0.504
N1 1.78297 0.60016 0.41223  -0.571
H1 4.83863 2.94373 0.25399  0.230
H2 4.23750 1.74403 -0.89126  0.192
H3 5.84690 2.22151 -0.89070  0.250
H4 6.13441 0.92708 1.38229  0.241
H5 5.44658 -0.13124 0.18404  0.216
H6 3.94481 1.41982 2.32707  0.277
H7 4.15220 -0.38053 2.23902  0.280

***

Computed, not measured: a molecular structure, C8H7BrMnN3OS at a distorted geometry, with ωB97M-V with the def2-TZVPD basis set.

Computed properties:
**<S²>**: 0.8291
**Charge**: -1
**Orbital gap (alpha / beta)**: 0.2870 / 0.2845 hartree
**2S+1**: 2
**HOMO level (alpha / beta)**: -4.52 / -4.46 eV

Each line ends with the natural charge from an NBO analysis.
Element x y z (Å)
Mn1 -0.25682 -1.31873 1.91867  1.028
N1 -3.88570 1.05288 2.54359  -0.821
C1 -2.74622 0.41434 2.09525  0.283
S1 -2.65686 -1.30016 2.41111  -0.411
N2 -1.89385 1.13375 1.45013  -0.447
N3 -0.77004 0.46565 1.00651  -0.317
C2 -0.38294 0.80894 -0.17047  0.114
C3 0.72149 0.24710 -0.90826  -0.234
C4 1.18954 0.95865 -2.02130  -0.145
C5 2.18667 0.47255 -2.83784  -0.304
C6 2.73333 -0.78165 -2.55625  -0.188
C7 2.28613 -1.51694 -1.48270  -0.292
C8 1.27267 -1.04053 -0.61735  0.407
O1 0.87182 -1.77440 0.36596  -0.781
H1 -4.31211 0.61555 3.34169  0.386
H2 -3.80193 2.05710 2.59106  0.378
H3 -0.97345 1.57783 -0.66896  0.179
H4 0.74499 1.92864 -2.22200  0.196
H5 2.53302 1.04540 -3.68886  0.198
H6 3.51375 -1.18379 -3.19235  0.197
H7 2.71341 -2.48660 -1.25883  0.212
Br1 0.91309 -1.37557 3.90120  -0.636

***

Computed, not measured: C8H7BrN2O4 in the gas phase at a distorted geometry, with ωB97M-V with the def2-TZVPD basis set.

Computed properties:
**<S²>**: 2.0425
**Orbital gap (alpha / beta)**: 0.2654 / 0.2440 hartree
**2S+1**: 3
**HOMO level (alpha / beta)**: -7.08 / -9.55 eV
**Energy relative to the best compared isomer or geometry (same formula, charge and spin)**: 379.6 kJ/mol

Each line ends with the natural charge from an NBO analysis.
Element x y z (Å)
C1 -1.81981 -1.10292 0.44110  -0.200
C2 -1.62337 0.24205 0.33028  -0.124
C3 -0.75942 -1.95234 0.87476  -0.181
C4 -0.26316 0.73407 0.31858  0.012
C5 0.53787 -1.47512 0.78107  -0.111
C6 0.84177 -0.21580 0.49439  -0.242
C7 1.75009 1.02722 -2.13672  -0.168
C8 2.13376 0.13624 0.14171  0.109
N1 0.54022 0.74544 -1.81217  0.340
N2 2.60575 1.45286 0.36111  0.421
O1 -0.14931 1.54569 -0.92102  -0.339
O2 -0.03874 -0.30462 -2.14456  -0.447
O3 1.88684 2.39973 0.44537  -0.402
O4 3.82410 1.56864 0.45970  -0.418
Br1 3.63809 -1.10732 0.27721  0.130
H1 -2.82771 -1.39324 0.39366  0.220
H2 -2.36935 1.00400 0.13439  0.229
H3 -0.76466 -3.06222 1.02539  0.224
H4 -0.07974 1.57355 1.15227  0.260
H5 1.28462 -2.21044 1.14224  0.233
H6 2.33051 0.46660 -2.81007  0.228
H7 2.15624 1.99972 -1.95797  0.224

***

Computed, not measured: C8H7Cl2N3OS in the gas phase at a distorted geometry, with ωB97M-V with the def2-TZVPD basis set.

Computed properties:
**Orbital gap (alpha / beta)**: 0.2673 / 0.2597 hartree
**2S+1**: 1
**HOMO level (alpha / beta)**: -8.30 / -8.03 eV
**Energy relative to the best compared isomer or geometry (same formula, charge and spin)**: 521.7 kJ/mol

Each line ends with the natural charge from an NBO analysis.
Element x y z (Å)
C1 1.15178 -1.43601 1.27122  -0.234
C2 1.73289 -0.25002 1.81069  -0.172
C3 0.64734 -1.32055 0.01888  -0.184
C4 1.92188 0.85371 1.07165  -0.282
C5 0.54823 -0.09886 -0.63018  -0.120
C6 1.22423 1.05003 -0.13039  0.322
C7 -3.07056 -1.46451 -0.43929  0.184
C8 -0.23154 -0.04124 -1.94044  -0.281
N1 -2.11317 -0.88054 -0.96556  -0.317
N2 -1.70077 0.14021 -1.67207  -0.199
N3 -2.52363 1.52140 0.79856  -0.559
O1 1.24703 2.12358 -0.94871  -0.679
S1 -3.83996 -2.44135 0.48074  0.094
Cl1 -1.74907 1.92727 -0.53395  0.536
Cl2 -1.62292 0.96636 2.17156  0.100
H1 1.33915 -2.38024 1.78628  0.223
H2 2.27074 -0.35240 2.66076  0.204
H3 0.34487 -2.15680 -0.62638  0.211
H4 2.60795 1.59826 1.37706  0.205
H5 0.02816 0.84567 -2.58688  0.233
H6 -0.05163 -1.03994 -2.37373  0.222
H7 1.83901 2.83600 -0.59982  0.492

***

Computed, not measured: C8H7F2N in the gas phase at a distorted geometry, with ωB97M-V with the def2-TZVPD basis set.

Computed properties:
**Orbital gap (alpha / beta)**: 0.3336 / 0.2235 hartree
**2S+1**: 1
**HOMO level (alpha / beta)**: -8.31 / -7.48 eV
**Energy relative to the best compared isomer or geometry (same formula, charge and spin)**: 471.1 kJ/mol

Each line ends with the natural charge from an NBO analysis.
Element x y z (Å)
C1 1.92665 -0.04549 0.10404  -0.149
C2 1.84106 -1.47905 -0.00312  -0.221
C3 0.77179 0.69812 0.31466  -0.255
C4 0.63606 -2.09300 -0.02158  -0.189
C5 -0.44871 0.11560 0.25317  0.063
C6 -0.58879 -1.31965 0.11795  0.042
C7 -1.62559 1.24024 0.24460  -0.513
C8 -3.01610 0.78124 0.57138  0.264
N1 -1.81643 -1.75972 0.28653  0.055
F1 -3.84443 0.43381 -0.37575  -0.317
F2 -1.98687 -3.02596 -0.33207  -0.269
H1 2.84465 0.55786 -0.16072  0.220
H2 2.74066 -2.01764 -0.14626  0.220
H3 0.82548 1.75250 0.30734  0.211
H4 0.56114 -3.12714 0.05057  0.226
H5 -1.28478 1.92391 0.93056  0.225
H6 -1.52453 1.63649 -0.83931  0.234
H7 -3.41200 0.69207 1.59825  0.151

***

Computed, not measured: C8H7F3N2 in the gas phase at a distorted geometry, with ωB97M-V with the def2-TZVPD basis set.

Computed properties:
**Orbital gap**: 0.3076 hartree
**2S+1**: 1
**SMILES**: C/C=N/C=C\C=C(/C#N)C(F)(F)F
**HOMO level**: -8.86 eV
**Energy relative to the best compared isomer or geometry (same formula, charge and spin)**: 200.5 kJ/mol

Each line ends with the natural charge from an NBO analysis.
Element x y z (Å)
C1 -0.01666 -0.21597 -2.84658  0.238
C2 -2.02381 0.38811 -0.83206  -0.349
C3 -1.62389 -0.90830 -1.15777  -0.059
C4 -1.26477 1.39919 -0.31426  0.065
C5 0.93999 0.34914 -0.01198  0.191
C6 -0.42459 -1.15230 -1.79798  -0.296
C7 1.89211 -0.04652 1.04400  -0.695
C8 0.21199 -2.48304 -1.83559  0.976
N1 0.07310 0.40917 -3.81489  -0.286
N2 -0.06391 1.06475 0.26349  -0.436
F1 1.55430 -2.46830 -1.96133  -0.307
F2 0.02656 -3.10068 -0.56565  -0.350
F3 -0.35652 -3.26075 -2.80127  -0.310
H1 -3.03772 0.58721 -1.08905  0.228
H2 -2.31983 -1.70697 -0.63155  0.248
H3 -1.51044 2.38623 0.01275  0.226
H4 1.24461 0.29986 -1.11488  0.187
H5 2.91280 -0.03325 0.71095  0.233
H6 1.92890 -1.07670 1.34215  0.251
H7 1.68301 0.68895 1.85842  0.245

***

Computed, not measured: a molecular structure, C8H7F5P at a distorted geometry, with ωB97M-V with the def2-TZVPD basis set.

Computed properties:
**Charge**: +1
**Orbital gap**: 0.2793 hartree
**2S+1**: 1
**HOMO level**: -14.27 eV

Each line ends with the natural charge from an NBO analysis.
Element x y z (Å)
C1 3.45583 -0.22284 0.17293  -0.126
C2 2.65316 -0.84393 -0.79015  -0.215
C3 2.90100 0.74659 0.98217  -0.198
C4 1.32228 -0.48795 -0.90620  -0.115
C5 1.53235 1.06411 0.98531  -0.163
C6 0.76632 0.40610 -0.00977  -0.493
C7 -3.76389 -0.36791 -0.00416  -0.027
C8 -2.19172 -0.79036 0.11614  0.428
F1 -3.74803 0.92199 0.45483  -0.342
F2 -1.78081 -1.12060 1.38197  -0.299
F3 -1.88466 -1.79149 -0.67278  -0.278
F4 -1.48121 1.11398 -2.31156  -0.509
F5 -1.38232 1.79212 0.73804  -0.483
P1 -1.01579 0.65852 -0.22251  2.027
H1 4.58094 -0.46071 0.30784  0.264
H2 3.19295 -1.56048 -1.51840  0.264
H3 3.58555 1.31670 1.79165  0.261
H4 0.77982 -0.82687 -1.79589  0.251
H5 1.27195 1.83468 1.75069  0.275
H6 -4.53693 -0.94695 0.62349  0.240
H7 -4.25679 -0.43469 -1.07364  0.239

***

Computed, not measured: C8H7FN2 in the gas phase at a distorted geometry, with ωB97M-V with the def2-TZVPD basis set.

Computed properties:
**Orbital gap**: 0.3498 hartree
**2S+1**: 1
**SMILES**: FC1(Cc2ccccc2)N=N1
**HOMO level**: -9.46 eV
**Energy relative to the best compared isomer or geometry (same formula, charge and spin)**: 291.0 kJ/mol

Each line ends with the natural charge from an NBO analysis.
Element x y z (Å)
C1 1.54023 0.80139 -0.91222  -0.217
C2 0.72252 -0.14349 -1.47432  -0.200
C3 1.17511 1.34281 0.30950  -0.198
C4 -0.39121 -0.59050 -0.82195  -0.197
C5 0.11810 0.77866 1.02415  -0.194
C6 -0.68888 -0.14862 0.42521  -0.100
C7 -3.13252 -0.05256 -0.10420  0.480
C8 -1.91890 -0.54619 1.09419  -0.443
N1 -2.69186 0.11008 -1.40006  -0.089
N2 -2.95398 1.15441 -0.77416  -0.084
F1 -4.30546 -0.60429 0.11204  -0.321
H1 2.30395 1.24598 -1.58476  0.219
H2 0.93332 -0.33269 -2.55188  0.218
H3 1.77843 2.08518 0.89703  0.218
H4 -1.06587 -1.29030 -1.34295  0.229
H5 -0.06162 0.99778 2.05327  0.211
H6 -2.21000 -1.60634 1.35431  0.242
H7 -2.17341 0.15076 1.99109  0.225

***

Computed, not measured: C8H7FO2 in the gas phase at a distorted geometry, with ωB97M-V with the def2-TZVPD basis set.

Computed properties:
**Orbital gap**: 0.3449 hartree
**2S+1**: 1
**SMILES**: O[C@]1(F)Cc2ccccc2O1
**HOMO level**: -8.56 eV
**Energy relative to the best compared isomer or geometry (same formula, charge and spin)**: 31.7 kJ/mol

Each line ends with the natural charge from an NBO analysis.
Element x y z (Å)
C1 1.76811 -1.39045 1.23282  -0.242
C2 2.41582 -1.02050 0.04709  -0.175
C3 0.40423 -1.05015 1.46355  -0.204
C4 1.73485 -0.27222 -0.90136  -0.270
C5 -0.25309 -0.25798 0.56548  -0.036
C6 0.43365 0.12052 -0.57061  0.293
C7 -1.59372 0.44388 0.51797  -0.496
C8 -1.62742 0.99762 -0.91581  0.834
O1 -0.29205 0.82422 -1.50041  -0.486
O2 -1.91680 2.33412 -0.86599  -0.711
F1 -2.54436 0.41972 -1.71600  -0.336
H1 2.31703 -1.90162 1.89500  0.204
H2 3.48478 -1.43957 -0.14013  0.218
H3 -0.24135 -1.32024 2.35188  0.215
H4 2.25019 -0.09525 -1.74166  0.220
H5 -2.38649 -0.17494 0.65067  0.232
H6 -1.63232 1.11514 1.33651  0.245
H7 -2.32105 2.66770 -1.70900  0.493

***

Computed, not measured: C8H7I3 in the gas phase at a distorted geometry, with ωB97M-V with the def2-TZVPD basis set.

Computed properties:
**Orbital gap**: 0.3416 hartree
**2S+1**: 1
**SMILES**: IC1=C[C@@H]2[C@H]3CC[C@@]3(I)[C@]12I
**HOMO level**: -8.99 eV
**Energy relative to the best compared isomer or geometry (same formula, charge and spin)**: 251.5 kJ/mol

Each line ends with the natural charge from an NBO analysis.
Element x y z (Å)
C1 2.06182 0.16514 -0.96787  -0.214
C2 1.78359 1.32927 -0.44557  -0.165
C3 -1.20787 -1.43564 0.18934  -0.392
C4 -1.73607 -0.15942 0.84569  -0.433
C5 1.06837 -0.60371 -0.14835  -0.275
C6 -0.33244 -0.69670 -0.76954  -0.263
C7 0.65877 0.72909 0.47679  -0.148
C8 -0.76434 0.60661 -0.09685  -0.105
I1 2.29131 3.31316 -0.81921  0.205
I2 1.13457 1.05739 2.54164  0.129
I3 -1.61904 2.38184 -0.99189  0.109
H1 2.85697 -0.20770 -1.57025  0.221
H2 -0.67755 -2.21038 0.91239  0.211
H3 -1.97550 -1.91018 -0.42905  0.222
H4 -2.86861 0.23206 0.73946  0.231
H5 -1.44187 -0.07926 1.82302  0.216
H6 1.34072 -1.51662 0.41156  0.230
H7 -0.57284 -0.99495 -1.70129  0.222

***

Computed, not measured: C8H7I3Si in the gas phase at a distorted geometry, with ωB97M-V with the def2-TZVPD basis set.

Computed properties:
**Orbital gap**: 0.3105 hartree
**2S+1**: 1
**SMILES**: IC1=C2[C@H](C=C[C@@H]1I)C=C[Si@@H]2I
**HOMO level**: -9.11 eV
**Energy relative to the best compared isomer or geometry (same formula, charge and spin)**: 0.0 kJ/mol

Each line ends with the natural charge from an NBO analysis.
Element x y z (Å)
C1 0.41333 -0.18257 -1.65987  -0.133
C2 0.51766 0.75683 -0.45280  -0.339
C3 -0.64469 -0.96816 -1.88511  -0.235
C4 -1.83713 -1.01519 -1.00924  -0.312
C5 1.93582 1.08810 0.05401  -0.114
C6 2.13324 0.85873 1.35235  -0.659
C7 -1.45486 -0.47997 0.31952  -0.051
C8 -0.33713 0.13105 0.67036  -0.493
Si1 0.55893 0.45575 2.24526  1.143
I1 -2.78603 -1.13869 1.86343  0.118
I2 -3.60944 -0.00432 -2.06986  0.032
I3 0.89539 -1.64750 3.44846  -0.169
H1 1.22921 -0.24128 -2.48224  0.222
H2 0.15151 1.72898 -0.74364  0.241
H3 -0.77530 -1.58431 -2.66359  0.210
H4 -2.15212 -1.94932 -0.77993  0.224
H5 2.53501 1.35558 -0.77932  0.211
H6 3.12766 1.09379 1.70002  0.235
H7 0.09895 1.74249 2.87217  -0.129